Here is a 4-piece molecular cluster, C32H48F9IN4O7 overall in a non-equilibrium geometry from the Open Molecules 2025 dataset. Energies are from ωB97M-V/def2-TZVPD.

Values from the calculation:
Max |F| (Eh/bohr): 0.059
Energy above the lowest of the compared OMol25 structures with the same formula, charge and spin (kcal per mole): 31.39
E_HOMO (eV): -8.28
SMILES string: NCCCCCC1=C(CCCI)C(=O)C(C(F)(F)C(F)(F)C(F)(F)C(F)(F)F)=C(CCCCOC=O)C1=O.CNC(C)=O.CNC(C)=O.CNC(C)=O

```
! wB97M-V def2-TZVPD RIJCOSX def2/J DEFGRID3
* xyz 0 1
N 4.348 -2.784 3.245
C 3.186 -3.653 3.016
C 2.845 -3.870 1.517
C 2.498 -2.509 0.824
C 3.000 -2.390 -0.636
C 3.119 -0.875 -1.090
C 1.859 -0.166 -0.623
C 1.725 0.629 0.433
C 2.902 0.978 1.337
C 3.383 2.437 0.942
C 3.190 2.732 -0.564
I 4.596 4.261 -1.206
C 0.344 1.210 0.719
O 0.218 2.314 1.122
C -0.826 0.266 0.399
C -2.076 0.251 1.275
F -1.776 0.949 2.402
F -2.362 -0.992 1.714
C -3.380 0.847 0.620
F -3.337 0.907 -0.713
F -4.387 -0.013 0.914
C -3.852 2.230 1.172
F -4.242 2.169 2.438
F -4.973 2.528 0.474
C -2.874 3.434 0.959
F -2.117 3.319 -0.111
F -3.638 4.522 0.771
F -2.155 3.701 2.022
C -0.695 -0.526 -0.654
C -1.713 -1.558 -1.111
C -1.086 -2.659 -2.045
C -2.078 -3.813 -2.339
C -1.613 -4.517 -3.640
O -1.734 -3.648 -4.789
C -0.538 -3.388 -5.373
O -0.284 -2.356 -5.845
C 0.599 -0.368 -1.459
O 0.655 -0.358 -2.645
H 4.893 -2.691 2.390
H 4.005 -1.842 3.479
H 2.275 -3.274 3.513
H 3.394 -4.631 3.495
H 1.929 -4.489 1.468
H 3.638 -4.399 0.962
H 1.416 -2.348 0.939
H 3.021 -1.735 1.412
H 3.940 -2.929 -0.824
H 2.201 -2.811 -1.281
H 3.058 -0.910 -2.192
H 4.047 -0.410 -0.742
H 3.762 0.319 1.176
H 2.645 1.010 2.405
H 4.449 2.579 1.174
H 2.799 3.182 1.503
H 3.429 1.873 -1.202
H 2.196 3.131 -0.804
H -2.198 -2.105 -0.287
H -2.537 -1.122 -1.704
H -0.907 -2.147 -3.004
H -0.139 -2.986 -1.587
H -1.958 -4.551 -1.526
H -3.119 -3.487 -2.463
H -0.576 -4.882 -3.573
H -2.311 -5.355 -3.815
H 0.232 -4.188 -5.468
C 4.593 -0.911 8.125
N 4.376 -0.975 6.692
C 3.241 -0.710 6.003
C 2.020 -0.293 6.782
O 3.229 -0.813 4.782
H 5.392 -0.197 8.329
H 4.903 -1.896 8.477
H 3.696 -0.607 8.655
H 5.148 -1.249 6.102
H 1.200 -0.119 6.091
H 1.727 -1.082 7.477
H 2.217 0.631 7.327
C -7.555 2.177 -0.777
N -8.766 2.643 -1.428
C -10.036 2.654 -0.939
C -10.254 2.123 0.456
O -10.953 3.084 -1.621
H -6.850 3.004 -0.722
H -7.120 1.380 -1.383
H -7.748 1.802 0.223
H -8.694 3.011 -2.364
H -11.310 2.199 0.702
H -9.958 1.075 0.513
H -9.687 2.711 1.179
C 1.698 2.232 -6.021
N 2.537 2.090 -4.846
C 3.762 2.633 -4.614
C 4.363 3.501 -5.690
O 4.342 2.414 -3.560
H 0.744 2.670 -5.722
H 1.513 1.243 -6.443
H 2.162 2.862 -6.773
H 2.198 1.522 -4.083
H 5.335 3.857 -5.357
H 4.500 2.927 -6.608
H 3.724 4.365 -5.881
*
```

Atomic partial charges in e from the Mulliken method, atoms 1 to 5:
1. N -0.5955
2. C -0.6002
3. C -0.9284
4. C 1.2931
5. C -0.8706